[1]
{
  "formula": "C3H22AsF6O8",
  "method": "ωB97M-V/def2-TZVPD",
  "lumo_energy_ev": 2.7,
  "multiplicity": 1,
  "gap_ev": 10.230,
  "homo_energy_ev": -7.6,
  "charge": -1,
  "species": ["As", "F", "F", "F", "F", "F", "F", "O", "H", "H", "O", "H", "H", "O", "H", "H", "O", "H", "H", "O", "H", "H", "C", "O", "H", "H", "H", "H", "C", "O", "H", "H", "H", "H", "C", "O", "H", "H", "H", "H"],
  "xyz": [[-31.1374, 14.4756, -22.4629], [-30.0922, 15.8800, -22.5430], [-31.7307, 14.8075, -24.0401], [-32.2502, 13.1302, -22.3118], [-30.5059, 14.0709, -20.8991], [-32.3447, 15.5201, -21.7785], [-29.9246, 13.4480, -23.1274], [-29.0398, 17.7711, -24.1601], [-29.5707, 18.5435, -23.9495], [-29.2950, 17.1136, -23.4956], [-34.8379, 12.9329, -22.3203], [-35.0630, 13.5021, -23.0601], [-33.8662, 12.8967, -22.3305], [-34.5125, 15.8967, -20.0377], [-33.7252, 15.4979, -20.4298], [-34.9571, 16.3047, -20.7850], [-31.3419, 14.1320, -18.3145], [-31.4391, 13.5755, -19.0918], [-30.4681, 14.5169, -18.4141], [-33.2177, 17.5767, -23.9335], [-32.4568, 18.1528, -24.0406], [-32.8677, 16.6903, -24.0792], [-27.3422, 12.7513, -24.8761], [-27.0510, 12.2584, -26.2025], [-27.3089, 13.8355, -24.9988], [-28.3212, 12.4144, -24.5422], [-26.6176, 12.4348, -24.1315], [-27.8100, 12.5081, -26.7347], [-30.1321, 17.7684, -19.4570], [-31.0167, 17.9543, -20.5340], [-29.0746, 17.8565, -19.7489], [-30.2922, 18.5006, -18.6676], [-30.2374, 16.7584, -19.0480], [-31.0597, 17.1289, -21.0278], [-26.8487, 16.0607, -22.3298], [-25.5614, 16.0258, -21.7367], [-27.2507, 17.0672, -22.4650], [-26.8758, 15.5476, -23.2928], [-27.4828, 15.5694, -21.5945], [-24.8705, 16.4714, -22.2300]],
  "mulliken_charge": [2.036, -0.545, -0.525, -0.646, -0.484, -0.434, -0.382, -0.652, 0.305, 0.406, -0.659, 0.287, 0.473, -0.670, 0.351, 0.288, -0.642, 0.324, 0.295, -0.625, 0.290, 0.304, -0.394, -0.557, 0.165, 0.179, 0.285, 0.307, -0.262, -0.509, 0.221, 0.298, -0.064, 0.252, -0.199, -0.566, 0.289, 0.056, 0.121, 0.283]
}

[2]
{
  "formula": "C3H22NO11",
  "method": "ωB97M-V/def2-TZVPD",
  "lumo_energy_ev": 2.9,
  "multiplicity": 1,
  "gap_ev": 9.055,
  "homo_energy_ev": -6.2,
  "charge": -1,
  "species": ["C", "C", "O", "N", "C", "O", "O", "H", "H", "H", "H", "H", "H", "H", "H", "O", "H", "H", "O", "H", "H", "O", "H", "H", "O", "H", "H", "O", "H", "H", "O", "H", "H", "O", "H", "H", "O"],
  "xyz": [[-1.6104, -1.1300, 0.7869], [-2.7646, -0.1284, 0.7469], [-2.5009, 0.8526, -0.3000], [-0.5858, -0.7889, 1.7437], [0.6718, -1.4411, 1.6999], [1.4382, -1.3128, 2.6562], [0.9599, -1.9366, 0.5524], [-1.2451, -1.2042, -0.2717], [-1.9156, -2.2051, 0.9759], [-3.5903, -0.7155, 0.4223], [-2.9639, 0.4205, 1.6559], [-1.8588, 1.5402, 0.0192], [-0.9544, -0.6017, 2.6711], [2.5624, 0.6413, 1.0578], [1.6204, 0.5091, 2.3169], [2.1313, 1.1270, 1.7738], [-0.0111, -3.1309, -2.3251], [0.1178, -3.2260, -0.7388], [-0.4800, -3.2847, -1.5063], [2.8013, -1.1325, -0.0450], [2.4343, -0.2244, -1.1687], [3.1125, -0.3039, -0.4496], [-1.6184, 0.0345, -1.6731], [-1.9397, -1.4255, -2.2458], [-1.6395, -0.5385, -2.4750], [0.8250, -0.9313, -1.1059], [0.0784, -0.6336, -2.4102], [0.9430, -0.4527, -1.9621], [-0.4448, 3.0101, 1.0390], [-0.5843, 1.7258, 1.6262], [-1.1366, 2.5182, 1.5283], [0.5194, 1.8972, -2.7099], [-0.9197, 2.1632, -2.4316], [-0.1019, 2.6325, -2.6122], [1.5300, 2.3253, -0.0397], [0.8161, 3.0903, -1.1743], [0.9991, 3.1202, -0.2121]],
  "mulliken_charge": [0.404, -0.548, -0.614, 0.034, 0.196, -0.777, -0.805, -0.464, 0.255, 0.380, 0.373, 0.388, 0.233, 0.476, 0.327, -0.704, 0.302, 0.336, -0.630, 0.338, 0.517, -0.856, 0.290, 0.346, -0.712, 0.418, 0.396, -0.827, 0.399, 0.352, -0.764, 0.362, 0.320, -0.755, 0.325, 0.430, -0.741]
}

[3]
{
  "formula": "C3H23NO8",
  "method": "ωB97M-V/def2-TZVPD",
  "lumo_energy_ev": -0.2,
  "multiplicity": 1,
  "gap_ev": 9.429,
  "homo_energy_ev": -9.6,
  "smiles": "CCNCO.O.O.O.O.O.O.O",
  "species": ["C", "C", "N", "C", "O", "H", "H", "H", "H", "H", "H", "H", "H", "H", "O", "H", "H", "O", "H", "H", "O", "H", "H", "O", "H", "H", "O", "H", "H", "O", "H", "H", "O", "H", "H"],
  "xyz": [[-1.7782, -0.3789, -3.4764], [-0.3031, -0.4638, -3.0902], [0.0565, 0.6494, -2.2277], [1.4299, 0.5686, -1.7054], [1.4632, 0.1176, -0.3491], [-2.3823, -0.9629, -2.7847], [-1.8217, -0.7222, -4.5114], [-2.1657, 0.6367, -3.5082], [-0.0696, -1.5008, -2.7816], [0.3597, -0.3498, -3.9544], [-0.4827, 0.7428, -1.3753], [1.8834, 1.5478, -1.7895], [2.0039, -0.1420, -2.3030], [1.4017, -0.8375, -0.3986], [-1.2383, 0.9151, 3.7966], [-1.2694, 0.0745, 3.3337], [-1.2293, 1.6787, 3.2325], [4.1123, 0.6269, -0.2228], [4.0387, 1.4174, 0.3198], [3.2636, 0.1764, -0.0937], [-0.5424, 2.3826, 1.4391], [0.1663, 2.0978, 0.8574], [-0.6426, 3.3328, 1.4992], [-0.8249, -2.6348, 0.2147], [-0.1271, -2.5687, 0.8724], [-1.0501, -1.8869, -0.3298], [0.8486, -1.5535, 2.1445], [1.0293, -2.1868, 2.8675], [1.7457, -1.2143, 2.3159], [1.3262, 1.7231, 3.2763], [0.3774, 1.5575, 3.2028], [1.6247, 0.9333, 3.7172], [-3.9732, -1.5335, 0.6498], [-4.0507, -0.6660, 1.0468], [-3.1797, -1.5766, 0.1155]],
  "mulliken_charge": [-1.235, -0.321, -0.259, -0.690, -0.401, 0.281, 0.352, 0.346, 0.324, 0.469, 0.190, 0.277, 0.423, 0.277, -0.685, 0.323, 0.403, -0.646, 0.309, 0.331, -0.647, 0.273, 0.297, -0.606, 0.356, 0.272, -0.562, 0.283, 0.269, -0.597, 0.367, 0.238, -0.630, 0.310, 0.307]
}

[4]
{
  "formula": "C3H24N6O9",
  "method": "ωB97M-V/def2-TZVPD",
  "s2": 0.7504,
  "lumo_energy_ev": [2.4, 2.3],
  "multiplicity": 2,
  "gap_ev": [2.960, 9.391],
  "homo_energy_ev": [-0.5, -7.1],
  "charge": -1,
  "species": ["O", "H", "H", "O", "H", "H", "O", "H", "H", "O", "H", "H", "O", "H", "H", "O", "H", "H", "C", "O", "N", "N", "H", "H", "H", "H", "C", "O", "N", "N", "H", "H", "H", "H", "C", "O", "N", "N", "H", "H", "H", "H"],
  "xyz": [[-0.5192, 0.9286, -3.0095], [0.0841, 1.0647, -3.7401], [-0.4734, 1.7412, -2.5058], [-3.3751, -0.4818, -2.9693], [-3.4961, -1.3924, -2.7001], [-2.4868, -0.2641, -2.6869], [2.7050, -2.0153, -0.1193], [2.8184, -2.6442, -0.8319], [1.8018, -2.1420, 0.1712], [-0.9280, -0.4771, -0.6453], [-0.4724, -0.2328, -1.4509], [-0.6169, -1.3616, -0.4526], [0.0490, -2.7012, 0.2890], [-0.4907, -3.4113, -0.0585], [0.2174, -2.9504, 1.1978], [-3.2642, 0.5229, 0.2240], [-2.4788, 0.2101, -0.2249], [-3.9240, 0.5911, -0.4662], [3.8416, -0.6994, -3.0830], [4.2288, -0.3962, -4.1832], [2.7674, -0.2146, -2.5486], [4.5426, -1.5143, -2.2944], [2.4407, -0.5530, -1.6548], [2.2245, 0.3147, -3.2158], [5.3738, -1.9650, -2.6494], [4.3791, -1.6129, -1.3026], [0.5721, 3.3654, 1.4771], [0.5065, 4.2011, 0.6203], [0.5151, 2.0515, 1.3810], [0.7089, 3.6058, 2.7559], [0.9205, 1.4912, 0.6450], [0.3510, 1.7397, 2.3276], [0.8194, 2.8603, 3.4283], [0.5093, 4.5470, 3.0630], [-2.2327, -0.3850, 3.6546], [-1.7816, -0.6345, 4.7538], [-1.6849, -0.6095, 2.4689], [-3.3850, 0.2233, 3.4775], [-2.1198, -0.2519, 1.6304], [-0.9345, -1.2851, 2.4446], [-3.6768, 0.4449, 2.5363], [-4.0362, 0.2926, 4.2464]],
  "mulliken_spin": [0.056, -0.008, 0.010, 0.009, -0.032, 0.033, 0.421, 0.018, 0.337, 0.456, 0.012, 0.062, -2.100, 0.965, 0.109, 0.110, 0.064, -0.031, 0.110, -0.054, -0.034, 0.057, 0.017, 0.025, 0.003, -0.014, 0.023, -0.005, 0.067, -0.011, -0.024, -0.005, 0.006, -0.002, 0.330, -0.076, 0.176, -0.036, -0.030, -0.013, 0.005, -0.007]
}

[5]
{
  "formula": "C3H24NO9S2",
  "method": "ωB97M-V/def2-TZVPD",
  "lumo_energy_ev": -2.7,
  "multiplicity": 1,
  "gap_ev": 9.027,
  "homo_energy_ev": -11.7,
  "charge": 1,
  "species": ["N", "C", "C", "O", "C", "S", "S", "H", "H", "H", "H", "H", "H", "H", "H", "H", "H", "O", "H", "H", "O", "H", "H", "O", "H", "H", "O", "H", "H", "O", "H", "H", "O", "H", "H", "O", "H", "H", "O"],
  "xyz": [[-0.1893, 0.6577, -1.2127], [-0.2710, -0.7692, -0.7699], [0.5030, -1.5561, -1.8317], [1.6474, -1.2130, -2.0262], [-1.7455, -1.1535, -0.6786], [-2.0684, -2.5574, 0.4154], [-3.7512, -2.1110, 1.4300], [0.4390, 0.8107, -2.0049], [-1.1109, 0.9817, -1.4997], [0.1801, 1.3000, -0.4932], [0.2033, -0.8386, 0.1946], [0.1480, -2.4582, -2.3314], [-2.3637, -0.2665, -0.4844], [-2.1830, -1.2850, -1.6824], [-3.4181, -1.7122, 2.6695], [-1.5229, -0.8793, 3.6647], [-0.3220, -0.1673, 2.9555], [-1.1775, -0.5840, 2.8181], [0.0154, 3.5125, -0.1482], [-1.2696, 4.1194, -0.6856], [-0.7689, 3.2957, -0.6688], [-2.1272, 2.8326, 3.6280], [-2.2170, 3.3914, 2.3475], [-1.5039, 3.0996, 2.9418], [1.3496, 1.5175, 1.7967], [-0.0900, 2.0377, 1.8977], [0.5509, 1.6637, 1.2771], [2.8431, 0.0171, 0.9682], [2.2375, -1.3853, 0.9139], [2.1865, -0.5525, 1.3948], [0.6906, -0.2405, -4.2494], [0.1025, -1.4045, -4.9036], [-0.1176, -0.7717, -4.2045], [1.9473, -4.4614, -0.2619], [0.5774, -4.6288, -0.7580], [1.2040, -3.9236, -0.5649], [3.2415, 2.1587, -0.4090], [4.5154, 1.6321, 0.1233], [3.6352, 1.8917, 0.4320]],
  "mulliken_charge": [-0.064, 1.354, -0.576, -0.486, -1.418, 0.057, -0.194, 0.416, 0.356, 0.096, -0.098, 0.415, 0.543, 0.514, 0.107, 0.273, 0.236, -0.497, 0.283, 0.302, -0.626, 0.309, 0.299, -0.636, 0.266, 0.267, -0.546, 0.341, 0.282, -0.602, 0.313, 0.331, -0.622, 0.265, 0.289, -0.532, 0.303, 0.318, -0.637]
}

[6]
{
  "formula": "C3H25NO9S",
  "method": "ωB97M-V/def2-TZVPD",
  "s2": 0.7574,
  "lumo_energy_ev": [-3.1, -8.4],
  "multiplicity": 2,
  "gap_ev": [10.690, 4.694],
  "homo_energy_ev": [-13.7, -13.1],
  "charge": 1,
  "species": ["C", "O", "C", "C", "S", "N", "H", "H", "H", "H", "H", "H", "H", "H", "H", "H", "H", "O", "H", "H", "O", "H", "H", "O", "H", "H", "O", "H", "H", "O", "H", "H", "O", "H", "H", "O", "H", "H", "O"],
  "xyz": [[0.9042, 1.5170, -1.3615], [2.2529, 1.5882, -0.8699], [0.1607, 0.4653, -0.4964], [-0.9975, -0.1057, -1.2600], [-1.7436, -1.4848, -0.2181], [-0.2985, 0.9931, 0.8465], [0.5507, 2.5128, -1.4084], [1.0546, 1.1112, -2.4773], [2.8002, 0.8749, -1.2209], [0.8088, -0.4573, -0.2584], [-0.6495, -0.8274, -2.0601], [-1.6410, 0.7323, -1.6050], [-1.7656, -1.2088, 1.1103], [-0.9245, 1.6879, 0.9387], [0.5943, 1.2249, 1.3603], [-1.7195, 1.4759, 3.4755], [-2.2304, 0.9336, 4.7818], [-2.2626, 1.6890, 4.1796], [0.6228, -0.0166, -4.7642], [0.4772, -1.3395, -4.3241], [0.7679, -0.5152, -3.9098], [2.4811, -4.4119, -0.7129], [1.7137, -3.5690, 0.3289], [2.0074, -3.6036, -0.6281], [2.9385, -2.3594, 1.6672], [2.0263, -2.8649, 2.7150], [2.3214, -3.0064, 1.8753], [0.6819, -3.8499, -2.9329], [-0.6519, -3.2788, -2.5010], [-0.2177, -3.6607, -3.2232], [-3.6586, 2.9774, 1.7285], [-3.2913, 3.1940, 3.2386], [-3.0123, 3.4403, 2.3544], [2.6501, 0.9490, 0.6953], [2.3235, 1.3226, 2.1734], [2.7018, 0.7406, 1.6531], [-1.8654, 3.4663, 1.0399], [-0.5913, 4.2458, 0.7789], [-1.2027, 3.7052, 0.3816]],
  "mulliken_spin": [0.107, 0.029, -0.020, 0.001, 0.318, 0.560, -0.009, 0.009, -0.002, 0.003, 0.008, 0.008, -0.002, -0.018, -0.019, 0.001, 0.000, 0.001, 0.000, 0.000, 0.001, 0.000, 0.000, 0.001, 0.000, 0.000, 0.000, 0.000, -0.001, 0.000, 0.000, 0.000, 0.000, 0.002, 0.001, 0.005, 0.001, -0.001, 0.016]
}